Computed, not measured: 14 unconnected molecules or ions with the total composition C28H56O56S14 at a distorted geometry, with ωB97M-V with the def2-TZVPD basis set.

The spin multiplicity is 1. For the energy relative to the best compared isomer or geometry (same formula, charge and spin), the calculation gives 10.1447 eV.

```
154
Properties=species:S:1:pos:R:3:forces:R:3
C -23.5425 -11.7277 30.4929 1.12 0.36 -0.42
C -24.1946 -12.0283 31.7828 -0.51 1.73 1.34
O -25.6094 -12.0872 31.5058 -2.03 -0.07 -1.09
S -25.9935 -10.8041 30.4914 1.63 -1.50 -0.91
O -25.9519 -9.5366 31.1974 -0.74 -1.94 -0.99
O -27.1198 -11.1627 29.5645 3.40 0.93 2.89
O -24.5022 -10.9634 29.7451 -1.74 0.51 -0.46
H -23.1270 -12.5780 29.9522 -0.96 -0.30 -0.40
H -22.6358 -11.1445 30.6544 -0.22 0.56 0.05
H -24.2219 -11.1614 32.4429 1.05 0.25 0.10
H -23.7093 -12.8178 32.3567 -0.95 -0.66 -0.36
C -26.7156 -13.6948 23.8860 -1.22 0.39 -1.47
C -25.4780 -12.9226 23.3761 -1.41 -1.30 -1.39
O -24.6994 -12.6927 24.4723 1.28 -0.09 3.70
S -24.8311 -13.9061 25.5626 -0.93 -0.02 1.03
O -25.0167 -13.3016 26.8954 0.25 -1.31 -2.97
O -23.8460 -14.9562 25.3922 -1.32 1.63 0.04
O -26.2981 -14.5078 24.9298 3.05 -0.12 2.14
H -27.0633 -14.3451 23.0833 0.06 -0.03 -0.04
H -27.6057 -13.1873 24.2579 0.35 0.92 -0.25
H -25.7226 -11.9923 22.8633 0.15 -0.09 0.17
H -24.8740 -13.6119 22.7862 -0.39 0.06 -0.87
C -31.8012 -13.7515 22.3430 -1.42 0.23 0.80
C -32.9989 -13.4943 23.2785 1.06 -0.34 -1.43
O -32.3814 -13.0034 24.4654 0.26 0.80 0.89
S -30.9146 -12.2578 24.2243 0.27 -1.72 0.92
O -29.8676 -13.1032 24.8638 -2.60 2.53 -1.09
O -30.9895 -10.8125 24.4439 0.13 -3.39 -0.71
O -30.9531 -12.6786 22.6888 1.87 1.26 -0.60
H -32.0683 -13.5954 21.2978 0.20 -0.32 0.09
H -31.4850 -14.7636 22.5954 1.09 0.24 -0.35
H -33.4475 -14.4780 23.4167 -0.45 0.46 0.67
H -33.6295 -12.7890 22.7371 -0.42 0.26 0.87
C -29.3778 -13.2750 18.3625 0.13 0.77 -0.83
C -29.1394 -12.8559 16.9148 -0.78 -4.15 -1.12
O -29.0930 -11.5152 16.7832 1.03 4.02 0.96
S -29.0760 -10.7933 18.2785 0.10 -0.42 0.30
O -29.9439 -9.5917 18.2972 2.95 -3.38 -0.06
O -27.6824 -10.8885 18.8247 -3.87 0.84 -1.39
O -29.9395 -12.0633 18.8616 0.27 1.32 1.50
H -28.4353 -13.5485 18.8368 -0.23 0.07 0.40
H -30.1341 -14.0593 18.3934 0.17 0.15 0.37
H -29.9964 -13.1881 16.3289 -0.25 0.04 -0.06
H -28.3220 -13.4455 16.4997 0.63 0.68 -0.04
C -24.5527 -14.6767 19.0854 1.56 -2.45 1.71
C -25.3921 -13.4968 19.1002 0.27 2.55 3.19
O -25.8041 -13.2832 17.8590 -1.58 0.54 -5.48
S -24.8614 -13.9802 16.7155 0.35 0.01 -2.27
O -23.7136 -13.1577 16.3349 -2.30 -1.09 0.93
O -25.7119 -14.5025 15.6091 1.99 1.16 3.58
O -24.3164 -15.0978 17.7453 -0.83 0.24 -1.18
H -25.0710 -15.4448 19.6594 0.39 -0.44 -0.49
H -23.5903 -14.4958 19.5641 0.02 -0.11 -0.08
H -24.8530 -12.6142 19.4445 0.31 0.03 0.09
H -26.2490 -13.5360 19.7727 -0.17 -0.47 -0.06
C -23.7554 -19.7022 19.6507 0.09 -1.01 0.81
C -24.1814 -18.5203 18.8412 -0.12 1.93 2.04
O -23.0162 -17.6919 18.7927 2.65 0.45 -0.34
S -22.0590 -17.7718 20.1822 -0.02 0.34 -1.62
O -22.6110 -16.7803 21.0921 0.61 -1.79 -0.84
O -20.5947 -17.6806 19.9122 -4.47 -1.00 0.44
O -22.6340 -19.3070 20.4718 1.78 1.46 0.06
H -23.5415 -20.5300 18.9746 0.76 -0.09 0.30
H -24.4090 -20.0614 20.4456 -0.75 0.14 -0.60
H -24.7976 -17.8572 19.4484 -1.09 -0.51 -0.24
H -24.6368 -18.7248 17.8722 0.54 0.13 0.02
C -23.0418 -9.1372 25.6837 1.55 0.41 -0.03
C -21.8794 -8.1946 25.4226 -0.01 0.56 -0.32
O -20.9381 -8.4120 26.5000 -1.07 -0.50 1.02
S -21.7610 -8.8689 27.8934 1.21 1.10 1.53
O -21.8388 -7.6875 28.8058 -0.21 -3.33 -2.70
O -21.1765 -10.1126 28.4689 -1.80 3.05 -2.06
O -23.1903 -9.0941 27.1025 0.89 0.13 1.94
H -22.7068 -10.1393 25.4157 -0.97 -0.04 -0.42
H -23.9184 -8.6459 25.2616 -0.25 -0.99 -0.16
H -22.2675 -7.1797 25.3362 0.20 0.40 1.01
H -21.3927 -8.2810 24.4511 0.31 -0.90 0.26
C -26.3144 -18.2930 23.8542 2.22 1.03 1.03
C -27.6680 -17.6799 23.9664 0.02 0.20 1.07
O -27.9532 -17.1180 22.7267 -0.02 0.97 -3.15
S -26.7253 -17.1209 21.5632 -1.27 0.31 3.33
O -25.9859 -15.8374 21.6582 -1.41 -3.32 -0.39
O -27.3531 -17.5007 20.3016 1.84 0.27 2.30
O -25.9531 -18.3749 22.4509 -0.75 0.69 -1.95
H -26.2477 -19.1658 24.5037 -0.15 -1.08 -1.32
H -25.5039 -17.7359 24.3243 -0.17 0.87 -0.17
H -27.7499 -16.8748 24.6966 0.37 -0.10 0.22
H -28.3371 -18.4755 24.2941 -0.68 0.19 -0.76
C -27.3553 -14.8763 29.4610 1.55 -0.44 -0.85
C -28.0812 -14.4737 28.2292 0.58 2.29 -0.10
O -28.4252 -15.6428 27.5534 -0.60 -2.42 0.09
S -28.6241 -16.9268 28.6091 -0.17 1.86 1.09
O -27.7018 -17.9992 28.3333 -1.40 1.13 -0.26
O -30.0508 -17.1470 28.8060 2.69 0.18 -0.35
O -27.9664 -16.0849 29.8829 -1.58 -1.08 0.12
H -27.2083 -14.0679 30.1772 -0.77 -0.46 0.51
H -26.3484 -15.1565 29.1515 0.33 0.04 0.04
H -27.3866 -13.8887 27.6263 0.10 -0.27 -0.35
H -28.8819 -13.7582 28.4164 -0.77 -0.64 0.06
C -28.0095 -10.0773 26.5505 -1.14 0.31 0.85
C -26.8210 -9.2089 26.8654 0.34 -1.54 -1.32
O -26.9213 -8.2937 25.7632 1.52 1.32 -2.19
S -27.2296 -8.9966 24.2550 -0.70 -1.09 1.85
O -26.1068 -9.6501 23.5067 -2.64 1.73 2.55
O -28.0845 -8.0853 23.5074 1.66 -1.67 1.55
O -28.1163 -10.1537 25.1140 0.97 0.18 -1.87
H -28.8889 -9.5816 26.9618 -0.33 0.09 -0.44
H -28.0180 -11.0678 27.0054 0.46 -0.12 -0.50
H -25.9374 -9.8422 26.7871 0.46 0.33 -0.05
H -26.8040 -8.7091 27.8339 -0.36 0.30 -0.42
C -20.4513 -14.9759 26.1227 2.18 0.36 0.50
C -19.1923 -15.6667 26.5973 0.15 -2.21 -0.72
O -19.2846 -15.9110 28.0094 -1.74 0.63 1.39
S -20.9002 -15.6712 28.5176 1.49 1.58 -1.33
O -21.0354 -14.2728 28.9541 0.12 -3.07 -0.31
O -21.3672 -16.7944 29.3368 1.02 2.48 -2.35
O -21.4039 -15.6660 26.8997 -1.44 -0.54 2.13
H -20.5137 -15.2018 25.0582 -0.78 0.16 0.19
H -20.3372 -13.9127 26.3340 -0.91 0.16 -0.04
H -18.1967 -15.3806 26.2582 -0.18 0.95 0.65
H -19.2946 -16.6539 26.1468 0.13 -0.39 0.00
C -23.8130 -18.3701 28.6221 -0.18 -0.70 -0.97
C -24.7903 -18.1677 27.4437 1.57 1.46 -0.32
O -25.5464 -19.3258 27.2418 -0.11 -1.64 0.61
S -25.1372 -20.4896 28.3268 2.42 -0.03 -1.08
O -24.0444 -21.3129 27.8049 -1.95 1.30 0.53
O -26.3193 -21.1452 28.7903 0.92 1.12 0.13
O -24.3964 -19.4243 29.3265 -2.71 -2.06 1.72
H -23.7468 -17.4617 29.2208 0.18 -0.43 0.13
H -22.8667 -18.8456 28.3640 0.43 1.14 -0.59
H -24.1629 -17.9575 26.5775 -0.28 0.02 -0.32
H -25.4358 -17.3111 27.6374 -0.24 -0.25 -0.04
C -24.0827 -10.1934 20.0981 -0.25 2.41 0.00
C -23.7925 -8.9083 20.8343 0.28 0.95 0.10
O -22.4835 -9.0821 21.3665 1.55 -1.90 0.62
S -22.3173 -10.6580 21.7632 1.25 -0.89 3.13
O -22.3413 -10.8783 23.2352 -0.86 1.04 -3.64
O -21.1968 -11.2833 21.1253 -0.97 0.98 -0.34
O -23.7050 -11.1242 21.0796 0.42 -1.19 0.80
H -23.4468 -10.2317 19.2136 -0.22 -0.44 -0.17
H -25.1504 -10.1154 19.8933 -0.03 -1.13 -0.12
H -24.3914 -8.7919 21.7376 -0.81 0.25 -0.53
H -23.7064 -8.0271 20.1985 -0.45 -0.03 0.12
C -24.6077 -15.4890 34.4552 -1.49 -0.58 0.17
C -25.9958 -16.0800 33.9769 2.18 0.55 -0.56
O -26.0171 -15.6464 32.5868 0.45 -0.92 -1.47
S -24.4719 -16.0260 31.9325 -0.11 0.96 1.63
O -24.0868 -15.3424 30.6740 -1.61 -1.19 3.68
O -24.2380 -17.4487 32.0593 -0.40 1.90 -0.25
O -23.8473 -15.2128 33.3158 1.05 -1.07 -3.02
H -24.2105 -16.3043 35.0597 0.69 0.57 0.27
H -24.6996 -14.5093 34.9241 -0.09 -0.37 0.49
H -26.8017 -15.7162 34.6144 -0.24 0.20 -0.83
H -25.8954 -17.1641 34.0289 -0.46 0.02 -0.18
```
Forces are in eV/Å.


Computed, not measured: 5 unconnected molecules or ions with the total composition C28H57BBr2Cl8N2O8PS at a distorted geometry, with ωB97M-V with the def2-TZVPD basis set.

The spin multiplicity is 1. As for the net charge: +1. The energy comes out at -11406.207035 hartree.

```
108
Properties=species:S:1:pos:R:3:forces:R:3
C -5.1704 1.3394 -4.4847 -0.28 -0.19 0.01
C -3.8189 0.9994 -5.0401 -0.06 0.18 0.06
O -3.3034 1.6140 -5.9237 0.27 0.23 -0.27
O -3.1115 -0.0064 -4.4605 -0.10 -0.32 -0.10
C -3.8204 -1.1086 -3.8930 -0.03 -0.07 0.57
C -2.7971 -2.0556 -3.2804 0.04 0.63 -0.34
C -1.8698 -1.2504 -2.3502 -0.20 -0.08 -0.10
C -1.1855 -1.9640 -1.1765 0.35 -0.03 -0.19
C -0.6829 -3.4003 -1.5337 0.38 0.37 -0.42
Br -1.9460 -4.8390 -1.2198 0.01 -0.13 -0.28
C 0.1128 -3.3935 -2.9099 0.24 -0.61 0.51
C 1.5950 -3.7200 -2.6754 -0.20 -0.13 -0.21
Br -0.5165 -4.6603 -4.2655 -0.23 0.21 0.23
O 0.0619 -1.2721 -0.9841 0.01 -0.09 0.00
C 0.7032 -1.2494 0.2850 0.03 -0.10 0.15
P 2.5265 -1.4076 -0.0834 0.29 0.77 -0.68
N 3.0333 -0.5400 -1.2717 -0.43 -0.17 0.26
C 0.1552 -2.1419 1.4649 0.19 0.08 0.40
C 0.2243 -1.2153 2.6898 -0.04 0.18 0.10
O 0.2202 -1.9719 3.8800 -0.01 -0.19 -0.08
O 0.8436 -1.1189 4.8507 0.03 0.01 0.03
B 1.0918 -3.4254 1.7392 -0.07 -0.72 0.09
O 2.2609 -3.2888 2.4095 0.14 0.16 -0.59
O 0.6467 -4.6513 1.2614 0.08 0.66 -0.53
N -1.2628 -2.6649 1.1994 -0.20 0.07 0.06
C -2.0445 -2.8494 2.4605 0.11 -0.38 0.41
C -1.9918 -1.8345 0.1419 -0.78 0.25 0.16
S -3.7204 -2.4470 -0.0702 -0.06 -0.06 -0.15
O -2.0681 -0.5871 0.7405 0.55 -0.24 -0.20
C -1.8280 0.6811 0.0981 -0.10 0.66 -0.03
C -1.3280 1.6698 1.1408 -0.36 0.30 -0.46
C -2.3701 1.8963 2.2347 0.19 0.17 0.04
C -0.9296 2.9780 0.3979 0.15 0.04 0.28
C 0.2437 3.6228 1.1525 -0.48 -0.30 -0.45
C -2.0746 3.9605 0.1683 0.20 0.10 -0.31
H -5.0854 1.6912 -3.4546 0.07 -0.05 0.01
H -5.8359 0.4762 -4.4879 -0.02 0.00 0.01
H -5.6158 2.1197 -5.0953 0.08 -0.01 0.03
H -4.4126 -1.6230 -4.6523 0.04 0.05 -0.07
H -4.4945 -0.7670 -3.0994 -0.01 0.07 -0.05
H -2.2143 -2.4690 -4.1019 -0.07 -0.30 0.14
H -3.3648 -2.8311 -2.7770 0.17 -0.20 0.00
H -1.0677 -0.8368 -2.9597 -0.01 0.14 0.07
H -2.4264 -0.3881 -1.9931 -0.01 -0.04 0.17
H 0.0743 -3.6313 -0.7913 0.02 0.01 0.01
H 0.0677 -2.4104 -3.3623 -0.28 -0.08 -0.08
H 2.1520 -2.8146 -2.4297 -0.02 -0.03 0.14
H 1.7094 -4.4898 -1.9087 0.03 0.05 0.06
H 2.0209 -4.1391 -3.5839 0.11 0.15 -0.01
H 0.6620 -0.2054 0.6175 -0.17 -0.04 0.09
H 2.7695 -2.7881 -0.2783 -0.09 -0.08 0.40
H 3.1212 -1.1012 1.1510 -0.05 -0.31 0.10
H 2.3078 -0.0036 -1.7348 0.21 0.02 -0.16
H -0.5834 -0.4809 2.6975 -0.02 -0.06 -0.06
H 1.1652 -0.6582 2.6349 0.08 -0.13 -0.01
H 0.8273 -1.7069 5.6260 -0.04 -0.02 0.07
H 2.8430 -4.0522 2.2821 -0.06 0.08 0.32
H 1.2673 -5.1137 0.6819 -0.10 -0.34 0.40
H -1.2050 -3.6228 0.8228 0.29 0.11 -0.09
H -1.4128 -3.3854 3.1655 0.07 0.06 -0.04
H -2.3277 -1.8986 2.8948 -0.03 0.09 -0.16
H -2.9073 -3.4726 2.2549 -0.06 0.16 -0.15
H -4.2647 -1.4080 0.5809 0.17 0.04 0.08
H -1.1133 0.6313 -0.7173 0.10 -0.35 0.09
H -2.7685 1.0636 -0.3158 -0.07 -0.19 0.02
H -0.4004 1.2881 1.5726 -0.08 -0.07 0.07
H -2.1822 2.8323 2.7618 0.09 -0.08 0.09
H -3.3653 1.9861 1.7951 -0.04 -0.09 0.05
H -2.3741 1.0987 2.9781 -0.09 -0.06 -0.05
H -0.5488 2.7082 -0.5946 0.01 -0.14 0.03
H 0.9620 2.8277 1.3559 0.22 0.35 0.16
H 0.7108 4.3846 0.5286 0.03 0.12 0.17
H -0.1058 4.0656 2.0859 0.19 0.03 0.07
H -1.6890 4.8178 -0.3881 -0.02 0.00 0.03
H -2.8662 3.5329 -0.4513 -0.10 -0.02 0.15
H -2.4939 4.3500 1.0946 -0.07 -0.09 0.04
Cl 3.4545 4.8865 3.7663 -0.01 -0.02 -0.01
C 4.7868 3.8885 3.1230 0.00 0.04 0.10
C 4.3395 3.0291 1.9729 0.12 0.10 -0.17
Cl 3.2026 1.7534 2.5024 -0.05 -0.21 0.06
H 5.1810 3.2908 3.9408 -0.02 0.00 0.01
H 5.5653 4.5659 2.7828 -0.01 -0.01 -0.03
H 5.1969 2.5284 1.5276 0.00 -0.03 0.04
H 3.8386 3.6180 1.2085 -0.06 -0.03 0.03
Cl 8.0490 4.4510 1.5304 0.00 -0.02 -0.07
C 8.4558 5.9921 2.3372 -0.01 0.09 -0.01
C 9.2221 5.7676 3.6141 0.05 0.03 0.01
Cl 8.2082 4.9978 4.8633 -0.01 -0.02 0.01
H 7.5260 6.5237 2.5248 -0.01 -0.03 0.01
H 9.0553 6.5694 1.6362 0.04 -0.04 0.01
H 9.5529 6.7244 4.0137 -0.03 0.01 0.00
H 10.0894 5.1333 3.4514 -0.03 -0.03 0.00
Cl -6.6475 3.5537 -7.0924 -0.03 0.04 0.00
C -5.5143 2.7557 -8.2198 0.11 0.01 -0.03
C -6.2331 1.8904 -9.2202 0.03 0.02 -0.05
Cl -6.9658 0.4578 -8.4450 -0.01 -0.02 0.01
H -4.8093 2.1801 -7.6267 -0.01 0.02 0.04
H -4.9698 3.5469 -8.7319 -0.06 0.01 -0.04
H -5.5233 1.5239 -9.9595 0.01 -0.02 0.03
H -7.0252 2.4332 -9.7291 -0.04 -0.02 0.04
Cl 0.9577 -3.4815 7.3661 -0.05 0.08 -0.07
C 2.6303 -4.0186 7.0396 0.13 0.03 0.03
C 2.7460 -4.7251 5.7146 0.05 0.04 -0.07
Cl 1.8942 -6.2881 5.6935 -0.03 0.00 -0.03
H 2.9336 -4.6538 7.8672 -0.06 -0.04 -0.01
H 3.2568 -3.1282 7.0306 -0.03 0.01 0.00
H 3.7962 -4.9262 5.5067 0.00 -0.01 0.04
H 2.3358 -4.1139 4.9135 -0.02 0.02 0.01
```
Forces are in eV/Å.